1.
{"formula": "C30H25ClN8O3PtS2", "method": "wB97M-V/def2-TZVPD", "species": ["Pt", "Cl", "C", "C", "C", "C", "O", "C", "C", "N", "C", "C", "C", "C", "C", "C", "C", "C", "N", "C", "C", "H", "H", "H", "H", "H", "H", "H", "H", "H", "H", "N", "C", "C", "C", "C", "C", "C", "S", "O", "O", "N", "C", "N", "C", "C", "C", "N", "H", "H", "H", "H", "H", "H", "H", "H", "H", "C", "N", "C", "C", "N", "C", "S", "H", "H", "H", "H", "H", "H"], "positions_angstrom": [[1.00282, 0.71656, -0.07041], [-0.94683, -3.21671, 5.37871], [-0.14131, -2.16567, 4.27919], [1.23773, -2.26602, 4.10078], [1.89731, -1.42698, 3.22222], [1.19709, -0.47392, 2.48768], [1.86952, 0.37105, 1.70515], [-0.20116, -0.37356, 2.66834], [-0.99601, 0.61541, 1.99072], [-0.62899, 1.31854, 0.97720], [-1.42317, 2.28771, 0.32069], [-2.49234, 2.94590, 0.85979], [-3.25594, 3.81362, 0.05256], [-2.93307, 4.01439, -1.25897], [-1.80774, 3.37026, -1.82761], [-1.40883, 3.52376, -3.17477], [-0.29931, 2.87023, -3.63324], [0.43133, 2.06273, -2.75386], [0.08005, 1.90280, -1.49518], [-1.04472, 2.51961, -1.01688], [-0.85245, -1.21824, 3.57971], [1.78984, -3.00857, 4.66118], [2.96987, -1.49273, 3.10166], [-2.00475, 0.78100, 2.36071], [-2.76734, 2.81232, 1.89783], [-4.10396, 4.32281, 0.48823], [-3.52136, 4.68028, -1.87628], [-1.98999, 4.15766, -3.83224], [0.02871, 2.95144, -4.65856], [1.31724, 1.54120, -3.08987], [-1.92057, -1.12941, 3.73230], [-4.24060, -6.01406, -1.63849], [-3.58355, -4.83187, -1.67308], [-3.83146, -3.84574, -0.70020], [-3.17843, -2.63946, -0.75015], [-2.25243, -2.38836, -1.76516], [-1.98670, -3.36145, -2.73164], [-2.64682, -4.56338, -2.68838], [-1.50638, -0.85638, -1.85577], [-0.91698, -0.61275, -3.14020], [-2.34988, 0.13754, -1.25945], [-0.19135, -0.94181, -0.72008], [0.91079, -1.67994, -1.05227], [1.97534, -1.12540, -0.46128], [3.19245, -1.65477, -0.62174], [3.31120, -2.81445, -1.34173], [2.14076, -3.32636, -1.93016], [0.95004, -2.76194, -1.81477], [-4.92696, -6.20658, -0.93383], [-4.08671, -6.71240, -2.34103], [-4.55897, -4.03575, 0.07804], [-3.39800, -1.87465, -0.01755], [-1.27845, -3.15310, -3.52031], [-2.45959, -5.30966, -3.44953], [4.02168, -1.15044, -0.14438], [4.26141, -3.31087, -1.46448], [2.18406, -4.22799, -2.53023], [1.77733, 3.98763, 1.47197], [3.10723, 3.42100, 1.64147], [3.99155, 3.75487, 2.64992], [5.12819, 3.05870, 2.43801], [4.90904, 2.29880, 1.31240], [3.67810, 2.52569, 0.82856], [3.06734, 1.84906, -0.63747], [1.54401, 4.57892, 2.35238], [1.05176, 3.18326, 1.37519], [1.75243, 4.62139, 0.58735], [3.72985, 4.45979, 3.41812], [6.05520, 3.03550, 2.98126], [5.57184, 1.67991, 0.87188]], "lowdin_charge": [1.37, 0.73, -0.66, -0.05, 0.01, -0.34, -0.26, -0.13, -0.01, -0.06, -0.22, 0.03, -0.02, 0.02, -0.12, 0.06, 0.01, -0.11, -0.08, -0.18, -0.03, 0.12, 0.13, 0.15, 0.13, 0.12, 0.13, 0.14, 0.13, 0.12, 0.12, 0.15, -0.29, -0.01, -0.05, -0.34, -0.06, -0.01, 0.66, -0.27, -0.27, -0.11, -0.47, -0.04, -0.09, 0.00, -0.05, 0.18, 0.11, 0.11, 0.12, 0.12, 0.11, 0.12, 0.12, 0.12, 0.13, 0.01, -0.09, 0.00, -0.02, 0.10, -0.69, 0.74, 0.11, 0.05, 0.11, 0.14, 0.14, 0.17], "lumo_ev": -7.03, "total_energy_ev": -87004.9039, "de_lowest_kcal_mol": 25.6, "total_charge": 2}

=====

2.
{"formula": "C4H3N3O", "method": "wB97M-V/def2-TZVPD", "species": ["H", "N", "C", "N", "C", "N", "C", "C", "O", "H", "H"], "positions_angstrom": [[-0.04949, 2.91396, 0.46614], [-0.68026, 2.09480, 0.64568], [-0.06240, 0.95495, 0.38764], [1.20548, 0.91217, -0.33529], [1.63418, -0.15911, -0.84272], [0.96062, -1.48531, -0.92716], [-0.10399, -1.47059, -0.16531], [-0.80673, -0.35419, 0.47777], [-2.02522, -0.61420, 0.77864], [2.59329, -0.09851, -1.40415], [-0.70933, -2.37992, -0.11792]], "lowdin_charge": [0.08, 0.19, -0.29, 0.09, -0.17, 0.12, -0.08, -0.26, 0.08, 0.12, 0.12], "smiles": "[H]/N=C1\\N=CN=CC1=O", "lumo_ev": -2.28, "total_energy_ev": -10711.7329, "de_lowest_kcal_mol": 44.2, "total_charge": 0}

=====

3.
{"formula": "C6H9N", "method": "wB97M-V/def2-TZVPD", "species": ["C", "C", "C", "N", "C", "C", "C", "H", "H", "H", "H", "H", "H", "H", "H", "H"], "positions_angstrom": [[0.85701, 0.01958, -2.03180], [0.56215, 0.09192, -0.49120], [1.41962, -0.29513, 0.49229], [0.75395, -0.18568, 1.74005], [-0.67288, 0.05738, 1.54188], [-0.81300, 0.23682, 0.13291], [-1.92823, 0.11766, -0.76973], [-0.09883, 0.29098, -2.48244], [1.61726, 0.57705, -2.54126], [0.95765, -1.03115, -2.27191], [2.49292, -0.64915, 0.26247], [1.41894, -0.27774, 2.57754], [-1.42935, 0.50310, 2.15128], [-1.76329, 0.75741, -1.74408], [-2.76497, 0.56961, -0.22610], [-2.25611, -0.80968, -1.15191]], "lowdin_charge": [-0.04, -0.22, -0.12, -0.03, -0.04, -0.26, -0.10, 0.04, 0.06, 0.07, 0.14, 0.16, 0.09, 0.11, 0.08, 0.07], "smiles": "Cc1c[nH]cc1C", "lumo_ev": 1.12, "total_energy_ev": -7855.9875, "de_lowest_kcal_mol": 50.1, "total_charge": 0}

=====

4.
{"formula": "Cl2H3N2P", "method": "wB97M-V/def2-TZVPD", "species": ["N", "P", "N", "Cl", "Cl", "H", "H", "H"], "positions_angstrom": [[-1.63011, 0.00012, -0.80628], [-0.08842, -0.05961, -0.46572], [0.40172, 0.05971, 1.09577], [0.99698, -1.73151, -0.84675], [0.83700, 1.26715, -1.59376], [-2.13438, -0.45889, 0.13160], [0.21306, 0.99567, 1.43407], [1.40415, -0.07264, 1.05106]], "lowdin_charge": [-0.31, -0.25, -0.19, 0.28, 0.33, 0.07, 0.06, 0.02], "smiles": "N=P(N)(Cl)Cl", "lumo_ev": 0.54, "total_energy_ev": -37363.8796, "de_lowest_kcal_mol": 9.1, "total_charge": 0}

=====

5.
{"formula": "C21H28BN7O3PdS", "method": "wB97M-V/def2-TZVPD", "species": ["Pd", "C", "C", "C", "C", "C", "N", "N", "B", "N", "N", "C", "C", "C", "C", "C", "N", "N", "C", "C", "C", "C", "C", "H", "H", "H", "H", "H", "H", "H", "H", "H", "H", "H", "H", "H", "H", "H", "H", "H", "H", "H", "H", "H", "H", "N", "C", "C", "C", "C", "C", "C", "S", "O", "O", "O", "H", "H", "H", "H", "H", "H"], "positions_angstrom": [[0.29136, 0.88750, -0.69014], [-1.35852, -2.49325, -0.69242], [-0.82369, -2.11058, 0.64365], [-0.83300, -2.82530, 1.85007], [-0.20652, -1.99031, 2.75816], [0.07272, -2.22842, 4.20270], [0.14264, -0.86041, 2.10620], [-0.23394, -0.94438, 0.83174], [0.86321, 0.37689, 2.68334], [-0.02501, 1.62273, 2.48911], [-0.39451, 2.03848, 1.28322], [-1.14639, 3.11358, 1.41664], [-1.68690, 3.77485, 0.19840], [-1.27775, 3.41694, 2.77840], [-0.54530, 2.44140, 3.42969], [-0.32623, 2.29548, 4.89800], [2.19288, 0.59509, 1.93148], [2.20985, 0.82940, 0.62734], [3.45831, 0.95627, 0.22642], [3.71525, 1.21963, -1.21526], [4.30757, 0.79977, 1.32970], [3.45999, 0.57177, 2.39946], [3.82829, 0.35141, 3.82749], [-1.70322, -3.52345, -0.69554], [-0.58425, -2.37787, -1.44889], [-2.18864, -1.84498, -0.97052], [-1.23189, -3.80584, 2.03688], [-0.30115, -3.21080, 4.48718], [-0.40898, -1.46633, 4.81582], [1.14440, -2.18070, 4.39808], [1.07776, 0.21733, 3.83735], [-1.22928, 3.26516, -0.65858], [-1.43488, 4.83511, 0.16209], [-2.77145, 3.67443, 0.14078], [-1.82506, 4.22313, 3.23030], [-0.84622, 3.09413, 5.42748], [0.73728, 2.34950, 5.12983], [-0.69858, 1.33484, 5.25276], [2.72550, 1.30840, -1.68917], [4.26336, 0.39951, -1.67964], [4.27097, 2.14508, -1.36923], [5.38050, 0.84151, 1.35367], [4.91144, 0.40144, 3.93822], [3.48032, -0.62202, 4.17255], [3.37165, 1.11173, 4.46069], [-0.64182, 0.46031, -2.75393], [-1.20200, -0.39319, -3.67028], [-2.52328, -0.19369, -4.08364], [-3.05539, -0.93994, -5.11558], [-2.30013, -1.91059, -5.73974], [-1.01302, -2.16012, -5.30951], [-0.46316, -1.41103, -4.28367], [-2.99645, -2.78949, -7.15287], [-1.88837, -2.94628, -8.10049], [-3.48721, -4.06885, -6.62957], [-4.07102, -1.92972, -7.66064], [-1.31793, 0.89866, -2.11186], [0.19929, 0.10072, -2.22782], [-3.10362, 0.57999, -3.59489], [-4.06133, -0.77349, -5.46799], [-0.44955, -2.94272, -5.79749], [0.55108, -1.58840, -3.94556]], "lowdin_charge": [0.27, -0.04, -0.35, -0.01, -0.30, -0.05, 0.02, 0.06, -0.50, 0.02, 0.05, -0.36, -0.06, -0.01, -0.30, -0.04, 0.03, 0.04, -0.36, -0.06, -0.01, -0.30, -0.04, 0.07, 0.06, 0.08, 0.09, 0.07, 0.07, 0.07, 0.10, 0.04, 0.06, 0.07, 0.09, 0.07, 0.07, 0.07, 0.04, 0.07, 0.06, 0.09, 0.07, 0.07, 0.07, 0.00, -0.37, -0.05, -0.08, -0.29, -0.08, -0.05, 0.41, -0.40, -0.40, -0.40, 0.06, 0.00, 0.10, 0.10, 0.11, 0.10], "lumo_ev": 3.92, "total_energy_ev": -53799.4502, "de_lowest_kcal_mol": 0.0, "total_charge": -2}

=====

6.
{"formula": "C44H36O3P3Pt", "method": "wB97M-V/def2-TZVPD", "species": ["Pt", "O", "C", "C", "C", "C", "C", "C", "C", "P", "C", "C", "C", "C", "C", "C", "C", "C", "C", "C", "C", "C", "H", "H", "H", "H", "H", "H", "H", "H", "H", "H", "H", "H", "H", "H", "O", "P", "C", "P", "O", "C", "C", "C", "C", "C", "C", "C", "C", "C", "C", "C", "C", "C", "C", "C", "C", "C", "C", "C", "C", "C", "C", "C", "C", "H", "H", "H", "H", "H", "H", "H", "H", "H", "H", "H", "H", "H", "H", "H", "H", "H", "H", "H", "H", "H", "H"], "positions_angstrom": [[0.09604, 0.30411, -0.32137], [2.60798, 1.05105, 0.38165], [1.93256, 0.86327, -0.59793], [2.48634, 0.97894, -1.99555], [3.72851, 1.55071, -2.24256], [4.14509, 1.69021, -3.55675], [3.32767, 1.27345, -4.60542], [2.09640, 0.68879, -4.35746], [1.68095, 0.52014, -3.04082], [0.13772, -0.20746, -2.44737], [0.02425, -1.93956, -2.94113], [0.60025, -2.41512, -4.11714], [0.42922, -3.73930, -4.48574], [-0.32045, -4.59071, -3.68480], [-0.88655, -4.12184, -2.50982], [-0.71316, -2.79926, -2.12919], [-1.17935, 0.62254, -3.37853], [-1.97605, -0.05113, -4.29789], [-2.96578, 0.63389, -4.99139], [-3.15484, 1.98836, -4.77425], [-2.36118, 2.66447, -3.85304], [-1.38311, 1.98384, -3.15209], [4.33511, 1.88889, -1.41406], [5.10473, 2.14169, -3.77132], [3.65402, 1.41326, -5.62780], [1.46105, 0.39358, -5.18301], [1.19330, -1.76265, -4.74195], [0.88366, -4.10809, -5.39545], [-0.45383, -5.62443, -3.97544], [-1.45900, -4.78922, -1.87921], [-1.13539, -2.43982, -1.20013], [-1.83199, -1.10998, -4.47380], [-3.58453, 0.10569, -5.70457], [-3.92094, 2.52156, -5.32136], [-2.50657, 3.72361, -3.68404], [-0.76963, 2.50552, -2.42456], [-1.60580, -1.17010, 0.46388], [-2.57591, -0.82938, 1.55819], [-1.65316, -0.49257, 3.08467], [-0.70946, 1.05087, 2.95744], [-0.34359, 1.29616, 1.51715], [-1.77970, 2.35755, 3.55439], [-1.96276, 3.47455, 2.74621], [-2.79877, 4.49760, 3.16777], [-3.44896, 4.40599, 4.38835], [-3.26805, 3.29118, 5.19883], [-2.43397, 2.26789, 4.78313], [0.71819, 0.88597, 4.01601], [1.71474, 0.00182, 3.59876], [2.86403, -0.14515, 4.35285], [3.02297, 0.58692, 5.52308], [2.04036, 1.47487, 5.93394], [0.88753, 1.63056, 5.17925], [-3.57701, 0.61187, 1.20509], [-4.49036, 1.09513, 2.14114], [-5.23649, 2.22429, 1.85786], [-5.07770, 2.86995, 0.63641], [-4.17703, 2.38758, -0.30048], [-3.42288, 1.25657, -0.01773], [-3.68881, -2.18102, 1.94621], [-4.96385, -2.21851, 1.38687], [-5.79799, -3.29788, 1.63158], [-5.36382, -4.34199, 2.43440], [-4.09101, -4.31520, 2.98906], [-3.25434, -3.23955, 2.74414], [-0.93902, -1.31332, 3.19397], [-2.29964, -0.47636, 3.96441], [-1.45805, 3.52653, 1.79005], [-2.94420, 5.36677, 2.54018], [-4.09956, 5.20681, 4.71470], [-3.77387, 3.22383, 6.15270], [-2.29190, 1.40285, 5.42232], [1.61004, -0.54346, 2.66674], [3.64139, -0.82093, 4.02328], [3.92373, 0.47180, 6.11133], [2.17438, 2.05385, 6.83753], [0.13201, 2.33987, 5.49064], [-4.62517, 0.58625, 3.08952], [-5.94342, 2.60183, 2.58457], [-5.66591, 3.75122, 0.41590], [-4.05799, 2.88372, -1.25504], [-2.72312, 0.87122, -0.74990], [-5.30831, -1.40327, 0.76323], [-6.78830, -3.32229, 1.19730], [-6.01810, -5.18157, 2.62840], [-3.75160, -5.13258, 3.61086], [-2.25943, -3.23440, 3.17287]], "lowdin_charge": [0.95, 0.03, -0.50, -0.21, 0.00, -0.05, -0.06, -0.07, -0.29, 0.92, -0.35, -0.08, -0.07, -0.07, -0.06, -0.08, -0.34, -0.06, -0.06, -0.07, -0.08, -0.11, 0.12, 0.11, 0.11, 0.11, 0.09, 0.11, 0.11, 0.11, 0.07, 0.10, 0.11, 0.11, 0.11, 0.10, -0.43, 0.74, -0.28, 0.77, -0.46, -0.30, -0.06, -0.06, -0.06, -0.06, -0.10, -0.27, -0.07, -0.06, -0.06, -0.06, -0.06, -0.31, -0.09, -0.07, -0.06, -0.05, -0.06, -0.27, -0.07, -0.06, -0.06, -0.07, -0.07, 0.08, 0.08, 0.11, 0.11, 0.11, 0.11, 0.11, 0.11, 0.11, 0.11, 0.11, 0.10, 0.12, 0.11, 0.11, 0.10, 0.08, 0.11, 0.11, 0.11, 0.11, 0.11], "lumo_ev": -1.88, "total_energy_ev": -83467.5223, "de_lowest_kcal_mol": 0.0, "total_charge": 1}